[1]
{
  "formula": "C3H8O5PSn",
  "method": "the ωB97M-V functional and the def2-TZVPD basis",
  "largest_force_ev_per_a": 5.485,
  "de_lowest_ev": 1.091,
  "multiplicity": 1,
  "homo_lumo_gap_ev": 4.30,
  "total_charge": -1,
  "symbols": ["Sn", "P", "O", "O", "O", "O", "C", "C", "C", "O", "H", "H", "H", "H", "H", "H", "H", "H"],
  "coordinates": [[0.85, -1.08, 2.25], [0.77, 1.84, 3.65], [-0.21, 1.13, 4.67], [2.13, 1.06, 3.71], [0.73, 3.31, 4.02], [0.08, 1.59, 2.27], [0.37, -1.42, -2.51], [0.03, -0.57, -1.30], [-1.11, 0.44, -1.55], [-0.56, -1.47, -0.32], [1.22, -2.08, -2.32], [0.72, -0.77, -3.33], [-0.40, -2.05, -2.93], [0.90, -0.14, -0.81], [-1.36, 0.91, -0.60], [-1.94, -0.12, -1.98], [-0.82, 1.23, -2.25], [-1.39, -1.81, -0.65]],
  "mulliken_charge": [0.726, 0.807, -0.628, -0.688, -0.722, -0.533, -1.368, 0.449, -1.297, -0.520, 0.347, 0.363, 0.316, 0.392, 0.309, 0.373, 0.367, 0.307]
}

[2]
{
  "formula": "C10H11N2O2",
  "method": "the ωB97M-V functional and the def2-TZVPD basis",
  "largest_force_ev_per_a": 5.736,
  "de_lowest_ev": 4.466,
  "multiplicity": 1,
  "homo_lumo_gap_ev": 8.42,
  "total_charge": 1,
  "symbols": ["C", "C", "C", "C", "C", "C", "C", "C", "C", "C", "N", "N", "O", "O", "H", "H", "H", "H", "H", "H", "H", "H", "H", "H", "H"],
  "coordinates": [[1.77, 2.20, 1.53], [1.36, 2.77, 0.33], [1.13, 1.04, 1.98], [0.34, 2.20, -0.41], [0.15, 0.41, 1.28], [-0.23, 1.00, 0.03], [0.47, -0.95, -1.74], [0.61, -2.05, -1.13], [-1.52, -1.90, 0.08], [-1.07, 0.22, -0.93], [-0.32, -2.44, -0.08], [-1.89, -0.77, -0.36], [-1.72, 0.81, -1.96], [0.08, -3.39, 0.80], [2.56, 2.75, 2.00], [1.94, 3.60, -0.09], [1.10, 0.65, 3.00], [0.26, 2.62, -1.43], [-0.32, -0.40, 1.72], [1.07, -0.46, -2.53], [1.48, -2.65, -0.99], [-2.30, -2.49, 0.47], [-3.00, -0.53, -0.30], [-1.38, 1.79, -2.16], [-0.59, -4.03, 0.88]],
  "mulliken_charge": [-0.648, -0.535, -0.606, -0.858, -0.536, 1.482, -0.292, -0.607, -0.268, 0.347, 0.353, -0.043, -0.578, -0.405, 0.410, 0.370, 0.312, 0.084, 0.552, 0.378, 0.414, 0.465, 0.416, 0.435, 0.357]
}

[3]
{
  "formula": "C6H16O",
  "method": "the ωB97M-V functional and the def2-TZVPD basis",
  "largest_force_ev_per_a": 1.019,
  "de_lowest_ev": 0.468,
  "multiplicity": 2,
  "homo_lumo_gap_ev": [2.43, 10.01],
  "total_charge": -1,
  "symbols": ["C", "C", "C", "C", "C", "C", "H", "H", "H", "H", "H", "H", "H", "H", "H", "H", "H", "H", "H", "H", "H", "H", "O"],
  "coordinates": [[0.90, 1.93, 1.17], [1.43, 0.52, 0.92], [0.36, -0.59, 0.96], [0.36, -1.49, -0.28], [0.08, -2.98, -0.06], [-0.50, -0.85, -1.43], [1.41, 2.66, 0.55], [-0.18, 2.01, 1.04], [1.07, 2.26, 2.21], [2.21, 0.27, 1.65], [1.99, 0.50, -0.01], [-0.62, -0.10, 1.05], [0.38, -1.10, 1.93], [1.35, -1.45, -0.74], [0.97, -3.46, 0.37], [-0.02, -3.42, -1.06], [-0.74, -3.22, 0.60], [-1.02, -1.60, -2.02], [-1.23, -0.11, -1.12], [0.22, -0.34, -2.09], [-2.99, 2.79, -0.95], [-1.70, 2.65, -1.82], [-2.01, 2.81, -0.92]],
  "mulliken_charge": [-1.575, -0.317, -1.077, 0.981, -1.772, -2.018, 0.336, 0.481, 0.237, 0.376, 0.367, 0.537, 0.365, 0.180, 0.366, 0.456, 0.362, 0.429, 0.370, 0.341, 0.645, 0.433, -1.502]
}

[4]
{
  "formula": "C9H16BrN3OV",
  "method": "the ωB97M-V functional and the def2-TZVPD basis",
  "largest_force_ev_per_a": 4.458,
  "de_lowest_ev": 0.000,
  "multiplicity": 4,
  "homo_lumo_gap_ev": [6.49, 7.72],
  "symbols": ["V", "O", "C", "C", "C", "N", "C", "Br", "C", "H", "H", "H", "H", "N", "H", "H", "H", "C", "C", "C", "C", "N", "H", "H", "H", "H", "H", "H", "H", "H", "H"],
  "coordinates": [[7.44, 4.59, 6.42], [12.76, 6.14, 6.31], [11.65, 5.41, 6.02], [11.57, 4.49, 4.93], [10.37, 3.83, 4.69], [9.22, 4.17, 5.32], [9.40, 4.93, 6.37], [6.16, 3.36, 7.90], [10.47, 5.67, 6.74], [13.57, 5.71, 5.96], [12.40, 4.23, 4.23], [10.23, 3.16, 3.82], [10.32, 6.50, 7.47], [6.43, 4.47, 4.58], [5.60, 3.90, 4.52], [7.21, 4.09, 4.01], [6.14, 5.41, 4.33], [7.69, 8.06, 5.03], [7.24, 7.67, 6.46], [7.88, 8.59, 7.50], [5.65, 7.82, 6.50], [7.44, 6.26, 6.70], [7.62, 9.13, 4.84], [6.99, 7.58, 4.29], [8.71, 7.71, 4.77], [7.67, 9.59, 7.18], [8.95, 8.49, 7.47], [7.46, 8.42, 8.47], [5.31, 8.77, 6.07], [5.31, 7.73, 7.60], [5.24, 6.96, 5.91]],
  "mulliken_charge": [0.593, -0.517, 0.919, -0.474, -0.535, -0.210, 0.037, -0.597, -0.368, 0.329, 0.257, 0.315, 0.366, -0.558, 0.271, 0.324, 0.186, -1.306, 1.197, -1.597, -1.340, -0.410, 0.428, 0.264, 0.242, 0.411, 0.396, 0.379, 0.367, 0.336, 0.294]
}

[5]
{
  "formula": "C4H10O3",
  "method": "the ωB97M-V functional and the def2-TZVPD basis",
  "largest_force_ev_per_a": 1.804,
  "de_lowest_ev": 3.027,
  "multiplicity": 1,
  "homo_lumo_gap_ev": 8.02,
  "smiles": "C=C/C=C\\O.O.O",
  "symbols": ["C", "C", "C", "C", "O", "H", "H", "H", "H", "H", "H", "O", "H", "H", "O", "H", "H"],
  "coordinates": [[1.04, 1.29, 1.59], [0.91, 1.04, 0.29], [0.03, 1.76, -0.61], [-1.27, 2.09, -0.37], [-2.17, 1.29, 0.25], [1.76, 0.90, 2.29], [0.24, 1.89, 2.05], [1.41, 0.15, -0.09], [0.34, 1.88, -1.65], [-1.66, 2.99, -0.84], [-1.63, 0.53, 0.50], [-0.98, -1.44, 0.12], [-0.10, -1.40, -0.25], [-1.28, -2.34, -0.04], [0.74, -3.39, -1.14], [1.61, -3.02, -1.39], [1.01, -4.21, -0.70]],
  "mulliken_charge": [-0.596, -0.439, -0.298, -0.116, -0.429, 0.288, 0.211, 0.404, 0.274, 0.366, 0.339, -0.620, 0.339, 0.295, -0.650, 0.317, 0.314]
}

[6]
{
  "formula": "C5H36N2O13",
  "method": "the ωB97M-V functional and the def2-TZVPD basis",
  "largest_force_ev_per_a": 4.789,
  "de_lowest_ev": 6.234,
  "multiplicity": 1,
  "homo_lumo_gap_ev": 9.30,
  "symbols": ["O", "C", "C", "C", "C", "N", "C", "N", "H", "H", "H", "H", "H", "H", "H", "H", "H", "H", "H", "H", "H", "H", "O", "H", "H", "O", "H", "H", "O", "H", "H", "O", "H", "H", "O", "H", "H", "O", "H", "H", "O", "H", "H", "O", "H", "H", "O", "H", "H", "O", "H", "H", "O", "H", "H", "O"],
  "coordinates": [[-0.36, -2.84, 2.16], [0.59, -3.11, 1.47], [0.73, -2.57, 0.07], [1.28, -3.71, -0.87], [2.30, -3.23, -1.90], [1.52, -1.37, 0.03], [1.04, -0.30, 0.90], [0.10, 0.62, 0.30], [1.43, -3.73, 1.85], [-0.31, -2.47, -0.26], [1.62, -4.60, -0.33], [0.42, -4.05, -1.45], [1.79, -2.55, -2.59], [2.54, -4.04, -2.60], [3.26, -2.89, -1.54], [2.51, -1.49, -0.01], [1.96, 0.14, 1.30], [0.58, -0.72, 1.80], [-0.14, 0.41, -0.68], [-0.82, 0.43, 0.67], [5.04, -0.83, -0.13], [5.25, -1.09, -1.50], [4.50, -0.98, -0.92], [-2.22, 0.98, -1.30], [-3.14, -0.17, -0.73], [-2.37, 0.04, -1.21], [1.28, 0.69, 4.38], [0.98, 0.55, 5.84], [1.36, 0.06, 5.11], [-1.13, -0.32, -2.51], [-0.20, -1.28, -1.92], [-0.18, -0.52, -2.48], [0.98, 0.24, -4.58], [2.01, -0.28, -3.75], [1.95, 0.23, -4.56], [-2.25, 2.88, 1.44], [-2.95, 1.57, 1.72], [-3.13, 2.50, 1.54], [-3.39, 0.04, -2.87], [-3.04, 1.39, -3.42], [-2.64, 0.59, -3.10], [0.08, 4.02, -1.76], [0.07, 2.64, -0.99], [-0.02, 3.57, -0.92], [-0.25, 4.13, 0.90], [-0.29, 2.56, 1.45], [-0.48, 3.49, 1.58], [-3.32, -2.32, 1.89], [-1.89, -2.29, 1.43], [-2.78, -1.98, 1.17], [-2.15, 4.03, -0.91], [-3.44, 3.25, -0.87], [-2.68, 3.43, -1.44], [0.06, 2.50, 3.69], [0.91, 3.55, 3.25], [0.97, 2.79, 3.81]],
  "mulliken_charge": [-0.575, -0.350, 0.608, -0.666, -1.055, 0.059, -0.956, -0.077, 0.325, 0.069, 0.476, 0.247, 0.176, 0.405, 0.327, 0.118, 0.400, 0.326, 0.006, 0.172, 0.279, 0.292, -0.603, 0.472, 0.172, -0.519, 0.360, 0.317, -0.651, 0.248, 0.309, -0.657, 0.334, 0.316, -0.675, 0.448, 0.288, -0.668, 0.318, 0.265, -0.650, 0.275, 0.305, -0.612, 0.262, 0.482, -0.806, 0.285, 0.427, -0.606, 0.286, 0.318, -0.603, 0.317, 0.303, -0.661]
}

What is the formula in the third record? C6H16O